{
  "formula": "C3H11N4O",
  "method": "wB97M-V/def2-TZVPD",
  "relative_energy_kj_mol": 657.7,
  "gap_ev": 9.8,
  "lumo_energy_ev": -3.43,
  "mol_weight_g_mol": 119.1,
  "spin_multiplicity": 1,
  "charge": 1,
  "symbols": ["C", "C", "C", "N", "N", "N", "N", "O", "H", "H", "H", "H", "H", "H", "H", "H", "H", "H", "H"],
  "xyz": [[0.0323, 1.9250, 0.8855], [-0.1832, -0.3681, 1.7020], [0.6268, 0.0111, -0.5584], [-0.3925, -0.5662, -1.1086], [-1.5132, -2.1341, -2.6146], [-0.3242, -2.0190, -2.1035], [0.5674, 0.5513, 0.8121], [-1.5786, -0.4050, -0.8265], [0.0766, 2.2845, 1.9126], [0.6220, 2.5846, 0.2504], [-1.0019, 1.9271, 0.5465], [0.2437, -1.3681, 1.6529], [-0.1489, -0.0122, 2.7284], [-1.2241, -0.4147, 1.3748], [1.6036, -0.2233, -0.9372], [-1.8008, -1.5990, -3.4338], [-2.2504, -2.3160, -1.9431], [0.3897, -1.8122, -2.8044], [1.5379, 0.5784, 1.1450]],
  "forces_ev_per_a": [[-0.33, 1.00, -0.01], [-0.62, -0.60, 0.62], [0.23, -1.03, -0.26], [-0.12, 0.61, -0.18], [-0.33, 0.11, -0.39], [0.38, -0.02, 0.35], [0.06, -0.13, -0.32], [-0.01, 0.19, 0.43], [0.04, -0.13, 0.00], [0.01, -0.14, 0.00], [0.07, -0.15, -0.02], [0.12, 0.11, -0.10], [0.13, 0.17, -0.05], [0.27, 0.11, -0.01], [0.20, 0.01, 0.03], [0.18, -0.03, 0.27], [0.23, -0.19, -0.17], [-0.29, 0.15, -0.06], [-0.22, -0.03, -0.14]]
}

{
  "formula": "C17H51N7O3P3S",
  "method": "wB97M-V/def2-TZVPD",
  "gap_ev": 6.5,
  "lumo_energy_ev": -3.06,
  "mol_weight_g_mol": 526.6,
  "spin_multiplicity": 1,
  "charge": 1,
  "symbols": ["C", "C", "C", "C", "C", "S", "P", "N", "O", "H", "H", "H", "H", "H", "H", "H", "H", "H", "H", "H", "H", "H", "H", "H", "O", "P", "N", "C", "C", "N", "C", "C", "N", "C", "C", "H", "H", "H", "H", "H", "H", "H", "H", "H", "H", "H", "H", "H", "H", "H", "H", "H", "H", "O", "P", "N", "C", "C", "N", "C", "C", "N", "C", "C", "H", "H", "H", "H", "H", "H", "H", "H", "H", "H", "H", "H", "H", "H", "H", "H", "H", "H"],
  "xyz": [[4.2447, -0.2875, -6.4581], [3.7879, 0.4629, -5.2028], [3.6925, -0.4373, -3.9645], [2.3205, -1.1354, -3.7365], [1.3031, -1.0428, -4.8766], [2.5878, -2.8888, -3.2013], [2.0085, -4.3774, -4.7861], [2.6130, -3.6819, -6.1930], [3.0000, -5.5944, -4.3809], [4.1153, 0.3239, -7.3521], [3.6742, -1.2074, -6.6180], [5.2942, -0.5796, -6.3722], [4.5738, 1.1923, -4.9865], [2.8782, 1.0386, -5.3783], [3.8713, 0.1816, -3.0814], [4.5238, -1.1474, -4.0146], [1.8751, -0.6648, -2.8556], [0.7076, -0.1402, -4.7437], [0.5832, -1.8665, -4.8030], [1.7426, -1.1182, -5.8649], [3.9241, -2.9785, -3.0552], [2.1825, -4.1694, -6.9798], [3.6187, -3.7563, -6.3402], [3.9204, -5.3446, -4.2068], [1.9282, 1.2328, -1.1890], [1.3909, 2.4016, -0.4670], [-0.0118, 2.8469, -1.3301], [-0.6313, 4.1541, -1.4433], [-0.9540, 1.7652, -1.5796], [2.6505, 3.5559, -0.6452], [2.5547, 5.0169, -0.7388], [3.7884, 3.0909, -1.4442], [1.0279, 2.6162, 1.1296], [0.4093, 1.4500, 1.7757], [0.5914, 3.8505, 1.7511], [-1.4186, 4.3253, -0.6963], [-1.0991, 4.2440, -2.4278], [0.0814, 4.9592, -1.3694], [-1.4949, 1.4468, -0.6791], [-0.4385, 0.8930, -1.9830], [-1.6951, 2.0830, -2.3150], [1.7201, 5.3698, -1.3327], [3.4471, 5.4049, -1.2267], [2.5370, 5.4942, 0.2423], [3.6003, 3.1490, -2.5251], [4.0571, 2.0695, -1.1943], [4.6536, 3.7137, -1.2157], [-0.6702, 1.3969, 1.5925], [0.5678, 1.4819, 2.8541], [0.8561, 0.5235, 1.4135], [-0.4939, 3.8419, 1.9033], [0.8298, 4.7392, 1.1778], [1.0678, 3.9481, 2.7289], [-1.5607, -1.4670, 3.2606], [-2.8593, -1.7819, 3.8779], [-3.2779, -0.3882, 4.7698], [-4.1080, -0.2798, 5.9538], [-3.2059, 0.8606, 4.0270], [-2.4849, -3.1108, 4.8950], [-3.0851, -3.4919, 6.1771], [-1.0653, -3.4884, 4.8887], [-4.2866, -2.3273, 3.2189], [-4.6232, -1.7533, 1.9140], [-5.4828, -2.6801, 3.9555], [-5.1613, -0.0616, 5.7268], [-3.7382, 0.5405, 6.5755], [-4.0740, -1.1657, 6.5669], [-4.0155, 0.9746, 3.2926], [-2.2569, 0.9320, 3.4956], [-3.2648, 1.7051, 4.7156], [-3.3097, -2.6558, 6.8290], [-2.3838, -4.1142, 6.7301], [-3.9758, -4.1105, 6.0512], [-0.4519, -2.8404, 5.5252], [-0.6547, -3.4702, 3.8852], [-0.9776, -4.5123, 5.2543], [-5.1054, -0.7713, 2.0006], [-5.3015, -2.4174, 1.3752], [-3.7269, -1.6375, 1.3025], [-6.2206, -1.8705, 3.9091], [-5.3042, -2.8923, 5.0031], [-5.9322, -3.5702, 3.5087]],
  "forces_ev_per_a": [[-0.35, -0.15, -0.02], [0.61, -0.10, -0.11], [-0.11, 0.42, 0.08], [0.49, 0.72, -0.37], [-0.39, -0.76, 0.29], [-0.23, -0.07, 0.55], [-0.60, -0.43, -0.65], [0.51, -0.66, 0.13], [0.20, 0.79, 0.47], [0.15, -0.01, 0.03], [-0.01, 0.07, -0.01], [-0.03, 0.10, -0.03], [-0.20, 0.12, 0.05], [-0.04, -0.12, 0.08], [-0.04, -0.13, 0.03], [-0.11, -0.06, -0.02], [0.03, -0.35, 0.16], [0.25, 0.12, -0.17], [-0.05, 0.12, 0.02], [0.02, 0.22, 0.05], [0.02, 0.13, -0.23], [-0.20, 0.35, -0.01], [-0.02, 0.30, 0.06], [0.04, -0.40, -0.15], [-0.49, -1.75, 1.37], [0.61, 3.87, -1.83], [0.36, -0.11, -0.36], [-0.31, -0.03, 0.26], [0.04, -0.27, 0.01], [-0.25, 0.10, -0.56], [0.08, 0.01, 0.39], [0.09, -0.21, -0.07], [0.04, -2.15, 0.66], [-0.03, -0.19, -0.04], [-0.07, 0.24, -0.07], [0.03, -0.01, 0.02], [0.01, -0.05, 0.00], [0.01, 0.02, 0.12], [-0.07, 0.04, -0.03], [0.04, 0.01, 0.06], [0.04, 0.07, 0.00], [0.02, 0.09, -0.04], [0.02, -0.11, -0.02], [-0.17, -0.01, 0.03], [0.02, -0.01, 0.01], [-0.07, -0.01, 0.00], [-0.05, 0.05, 0.03], [-0.02, 0.04, 0.08], [0.05, 0.09, -0.01], [0.01, 0.05, -0.03], [-0.01, -0.01, -0.04], [0.10, -0.05, -0.15], [0.00, -0.01, 0.00], [-0.83, 0.22, -2.23], [0.13, -0.83, 4.20], [0.39, -0.13, 0.09], [-0.33, 0.13, -0.16], [0.18, 0.06, -0.25], [0.16, 0.37, 0.39], [-0.22, -0.23, -0.20], [0.18, 0.01, -0.14], [0.48, 0.37, -2.11], [0.10, 0.06, -0.09], [-0.10, 0.02, 0.23], [0.01, -0.03, -0.02], [0.02, 0.01, -0.04], [-0.08, -0.08, -0.04], [-0.05, 0.06, 0.07], [-0.02, -0.06, -0.02], [0.00, -0.06, 0.06], [-0.01, -0.03, 0.10], [0.07, 0.03, -0.08], [-0.11, 0.12, -0.01], [0.01, -0.01, -0.01], [-0.02, 0.09, 0.00], [-0.08, 0.01, 0.03], [-0.08, -0.04, 0.00], [-0.01, -0.05, 0.06], [0.03, -0.01, 0.08], [0.03, 0.03, 0.01], [0.18, 0.01, 0.04], [0.00, 0.00, 0.00]]
}

{
  "formula": "C5H7N2",
  "method": "wB97M-V/def2-TZVPD",
  "relative_energy_kj_mol": 505.9,
  "gap_ev": 7.4,
  "lumo_energy_ev": -4.57,
  "mol_weight_g_mol": 95.1,
  "spin_multiplicity": 1,
  "charge": 1,
  "symbols": ["C", "C", "C", "C", "C", "N", "N", "H", "H", "H", "H", "H", "H", "H"],
  "xyz": [[1.4418, 0.4339, -1.4025], [0.0770, 0.6838, 0.8743], [1.4538, -0.2786, -2.4661], [1.1226, 0.8673, -0.1633], [-0.7749, -0.2885, 0.7557], [1.5847, -1.0893, -3.3155], [-1.8158, -0.3520, 1.8467], [1.7832, 1.6506, 0.0796], [0.2873, 1.3640, 1.7183], [-1.1123, -0.8304, -0.1596], [2.1727, -1.1364, -4.0950], [-1.3334, -0.2249, 2.6944], [-2.3165, -1.2485, 1.8920], [-2.5703, 0.4489, 1.7410]],
  "forces_ev_per_a": [[-1.86, 0.19, 2.36], [2.95, 0.29, -1.35], [0.45, 0.68, 1.57], [0.87, 0.60, -2.02], [-3.15, -0.67, -0.30], [-1.49, -1.68, -0.99], [-2.30, 1.15, -1.74], [0.69, 1.03, 0.90], [-0.77, -0.68, -0.18], [0.91, 0.35, 0.93], [1.26, 0.19, -1.08], [0.53, 0.27, 1.71], [0.17, 0.23, -0.08], [1.75, -1.96, 0.28]]
}

Question: Which formula does entry 3 have?
Answer: C5H7N2